1.
The following is a DFT calculation (ωB97M-V/def2-TZVPD) of a molecular structure, C8H15NOPZn.

The geometry in XYZ format:
```
27
Properties=species:S:1:pos:R:3:forces:R:3
C -0.0856 -0.2090 -1.8045 0.0214 -0.8211 -0.3191
C -0.9119 -1.1849 -2.4627 0.4294 0.1251 0.7244
C -0.4852 -2.5096 -2.1246 0.7462 1.6525 0.8206
C 0.6403 -2.3281 -1.2479 -0.4475 0.5615 0.2593
C 0.8869 -0.9299 -1.0452 -0.0385 -0.2642 -0.6212
Zn 0.1575 1.2466 0.5846 -0.2187 -2.4635 -0.4966
P -0.2243 3.3136 0.1047 -1.3966 -0.6247 -0.9186
H -0.1350 0.8839 -1.9326 0.0234 -0.6397 -0.1958
H -1.7620 -0.9069 -3.0629 -0.1692 -0.1210 -0.2059
H -0.9607 -3.4578 -2.4120 0.3256 0.5614 0.1140
H 1.7807 -0.4912 -0.5556 -0.5393 -0.3742 -0.2482
H 1.1620 -3.0805 -0.6660 0.0049 -0.1851 -0.3197
H -1.4269 3.4359 0.9087 0.9730 0.6810 -0.6242
H -0.6768 3.4030 -1.2980 0.3714 0.1913 1.4461
H 0.5728 4.4640 0.4303 0.1409 1.7652 0.0882
C -1.1003 -0.0547 4.3667 0.2539 -0.2046 -0.1219
N 0.2687 -0.4672 4.0922 -0.8679 -0.3994 0.9960
C 1.1494 -0.9294 5.1397 -0.0730 -0.2860 -0.4420
C 0.6871 -0.4595 2.8446 1.2092 1.2365 -1.4952
O -0.0939 -0.0593 1.9119 -0.5291 -0.7538 0.6298
H -1.2328 -0.1794 5.4386 -0.3590 0.1050 -0.0273
H -1.8046 -0.6807 3.7980 0.1539 0.1886 0.2913
H -1.2837 0.9865 4.0646 0.1580 -0.0799 0.1171
H 1.4634 -1.9590 4.9210 -0.1196 0.0801 0.3378
H 2.0644 -0.3247 5.1722 -0.0889 0.1794 0.1470
H 0.5971 -0.8737 6.0748 0.3136 -0.1182 0.1022
H 1.7122 -0.8010 2.6548 -0.2775 0.0079 -0.0380
```
Forces are in eV/Å.

## Properties
- multiplicity = 1
- total charge = -1
- LUMO energy (spin up / spin down) (Eh) = 0.1017 / 0.1015

=====

2.
The following is a DFT calculation (ωB97M-V/def2-TZVPD) of C8H15NSi in the gas phase.

The geometry in XYZ format:
```
25
Properties=species:S:1:pos:R:3:forces:R:3
C 2.7278 -0.6002 0.5885 1.8944 -1.9111 0.1454
C 2.9128 -0.1189 1.8172 -0.2849 -0.3844 1.5896
C 2.1591 1.1459 2.4619 4.2479 -1.0504 -1.6029
N 0.7756 0.9490 2.4368 -3.0981 -1.1442 0.4344
C 0.2226 0.0888 1.7614 1.8451 0.7667 0.9024
C -0.0863 -0.8113 0.8729 -1.2617 -0.4091 0.2644
Si -1.0684 -0.1548 -0.5432 -1.2161 -0.0664 0.0565
C -1.2304 -1.5418 -1.8417 3.4170 1.6886 -3.3411
C -2.9057 0.0552 0.1013 0.6819 -0.6869 0.1272
C -0.1624 1.5530 -0.6018 -1.1075 -1.2775 -1.6538
H 3.1163 -1.6101 0.1839 -0.4309 1.5687 1.2654
H 2.3051 -0.0753 -0.2059 -0.8440 1.1222 -0.9104
H 3.3842 -0.7981 2.5963 -0.4690 0.8956 -1.0763
H 2.6343 1.2060 3.5057 -1.2089 0.5996 -1.4894
H 2.3824 2.0195 1.7723 -0.0280 -0.5791 1.3227
H -0.2096 -1.8197 1.2155 -0.0007 -0.4901 0.2317
H -1.2404 -2.4512 -1.3326 -0.3691 -1.5986 0.9457
H -1.9714 -1.5201 -2.6547 -0.2349 0.2411 0.7698
H -0.2182 -1.6486 -2.5453 -2.1431 0.4033 1.9322
H -3.5511 0.5019 -0.6284 -0.1971 1.1065 -0.3190
H -3.5352 -0.8046 0.3457 0.7648 -0.9259 -0.3271
H -2.9242 0.5096 1.0839 0.0992 1.0194 -0.0470
H -0.3639 1.7772 0.4061 -0.7974 1.1717 1.1346
H 0.9164 1.4556 -0.5608 0.1624 0.0101 -0.8546
H -0.5933 2.2658 -1.3235 0.5787 -0.0697 0.4998
```
Forces are in eV/Å.

## Properties
- ΔE to the lowest compared entry with this formula, charge and spin (kcal per mole) = 82.8
- multiplicity = 1
- SMILES = C=CCN=C=C[Si](C)(C)C
- LUMO energy (Eh) = 0.0318

=====

3.
The following is a DFT calculation (ωB97M-V/def2-TZVPD) of 2 unconnected molecules or ions with the total composition C8H15O4.

The geometry in XYZ format:
```
27
Properties=species:S:1:pos:R:3:forces:R:3
C 3.1398 -0.3121 3.7737 -0.0112 -0.1457 0.1861
O 2.8640 0.3848 2.5820 0.0729 0.1543 -0.0977
C 1.6232 0.0648 2.0445 -0.1974 -0.3408 0.1400
C 1.2903 0.8878 0.8371 -0.6529 0.3387 -1.3091
O 1.9868 1.7623 0.3835 -0.5485 -0.5859 0.3526
H 4.1360 -0.0072 4.1123 -0.2630 -0.0662 -0.1076
H 2.4001 -0.0672 4.5547 0.1639 -0.0660 -0.1284
H 3.1307 -1.4028 3.6097 0.0180 0.2050 0.0543
H 0.8044 0.2233 2.7705 0.0542 -0.0420 -0.0172
H 1.5635 -0.9990 1.7365 0.0046 0.1754 0.0746
H 0.2753 0.5917 0.3183 1.4563 0.3931 0.8296
C -2.2019 3.3712 -1.8125 0.1634 -0.2709 0.2486
C -2.2775 2.2608 -1.0796 0.1574 0.7580 0.1183
O -2.0206 1.0395 -1.6177 -0.0539 -0.4916 -0.0079
C -1.8654 -0.0347 -0.7955 -0.2643 0.1218 -0.0493
C -1.6469 -1.3251 -1.4825 -0.1814 -0.0829 0.1155
O -0.3078 -1.4167 -1.9434 0.2136 0.1972 0.1336
C -0.0288 -2.6265 -2.5996 -0.0120 -0.2446 -0.1549
H -1.9527 3.3371 -2.8736 -0.0465 -0.0177 0.3469
H -2.2997 4.3387 -1.3236 -0.2102 -0.3073 -0.1894
H -2.5167 2.2626 -0.0121 0.1048 -0.0073 -0.2696
H -2.0705 0.0809 0.2702 0.0151 0.0205 -0.3916
H -2.3352 -1.4227 -2.3433 0.1160 0.0208 0.1520
H -1.8623 -2.1478 -0.7781 0.0335 0.1431 -0.1382
H 1.0251 -2.6027 -2.9027 -0.3128 0.0042 0.0783
H -0.1916 -3.4912 -1.9329 0.0312 0.1450 -0.1460
H -0.6617 -2.7500 -3.4956 0.1492 -0.0080 0.1768
```
Forces are in eV/Å.

## Properties
- multiplicity = 2
- LUMO energy (spin up / spin down) (Eh) = 0.0288 / 0.0114

=====

4.
The following is a DFT calculation (ωB97M-V/def2-TZVPD) of C8H15O4P in the gas phase.

The geometry in XYZ format:
```
28
Properties=species:S:1:pos:R:3:forces:R:3
C -2.1968 0.8204 0.8718 -0.2982 2.7366 1.9066
C -1.4054 1.8368 0.2936 -0.3907 -1.3943 0.2218
C -2.3630 -0.4039 0.4512 -1.8165 -0.3003 1.5522
C 0.1181 0.5488 -1.0626 1.5279 0.0676 -0.0487
C -1.4111 3.2492 0.6057 -1.5103 -0.6471 0.6743
C 1.1127 0.9453 -2.1416 -0.6671 -1.1801 -1.0568
C -0.2978 -3.3505 0.0482 -1.0675 0.8939 1.4397
C 3.1346 -0.8376 0.7012 0.3395 -0.5428 0.3625
O 0.4426 -0.6460 1.4921 -0.6916 0.0642 -0.4643
O -0.5404 1.6329 -0.6696 0.3761 -0.0922 -0.5023
O -0.0256 -2.1017 -0.6291 -0.0555 -0.3416 -0.8742
O 2.1652 -0.9162 -0.3583 -1.4916 -0.3823 0.6919
P 0.5482 -0.7808 0.0236 2.8660 -0.6784 0.8111
H -2.7899 1.0972 1.7606 0.4656 0.2995 -0.4747
H -1.9500 -0.6380 -0.4219 1.5315 -1.7406 -3.3656
H -3.1419 -0.9681 0.8922 -0.3547 -0.8562 0.2330
H -2.3347 3.4103 1.1614 0.3186 0.8790 0.0511
H -1.3184 3.7492 -0.3186 -0.4068 1.0695 -0.9786
H -0.5162 3.4460 1.1222 0.9785 0.6953 1.2508
H 1.7576 1.8414 -2.0812 -0.0337 -0.5772 0.9865
H 0.3979 1.2525 -2.8907 0.0573 0.0045 -1.0456
H 1.6655 0.0385 -2.5127 -0.4712 1.1760 0.3442
H -1.1063 -3.8883 -0.5691 1.4803 0.7415 1.0971
H -0.6916 -2.9543 1.0498 0.1690 -1.3539 -1.1480
H 0.6194 -3.9604 0.2708 -0.8226 0.5921 -0.6798
H 3.8799 -1.6749 0.4808 -0.6487 1.5809 0.3728
H 2.7612 -0.9462 1.7561 -0.2034 -0.3153 -1.2349
H 3.4862 0.1984 0.6741 0.8198 -0.3984 -0.1224
```
Forces are in eV/Å.

## Properties
- ΔE to the lowest compared entry with this formula, charge and spin (kcal per mole) = 4.5
- multiplicity = 1
- LUMO energy (spin up / spin down) (Eh) = 0.0020 / 0.0095

=====

5.
The following is a DFT calculation (ωB97M-V/def2-TZVPD) of 2 unconnected molecules or ions with the total composition C8H16.

The geometry in XYZ format:
```
24
Properties=species:S:1:pos:R:3:forces:R:3
C -2.7238 -0.8963 1.4801 0.0215 -0.2295 -0.8379
C -2.8087 -0.3144 2.6561 0.3599 0.5364 1.2838
C -1.6194 0.2413 3.4304 -0.7438 0.5328 -0.0487
C -1.1530 -0.7106 4.5316 0.6778 -0.1423 -0.0447
H -3.5552 -1.4286 1.0040 0.2830 0.4368 0.1502
H -1.7796 -0.8281 0.9279 -0.2894 -0.3302 0.1737
H -3.7416 -0.2272 3.2286 0.1566 -0.4349 -0.3734
H -1.9434 1.1548 3.9651 0.1287 -0.1395 -0.4850
H -0.7824 0.5215 2.7622 -0.3791 -0.2521 0.2832
H -0.4018 -0.1576 5.1202 -0.2028 -0.4533 -0.0008
H -0.6692 -1.5969 4.0876 -0.2039 0.2413 0.2733
H -1.9526 -1.0499 5.2115 0.1949 0.2358 -0.3783
C 0.6722 0.8942 -4.4121 -0.8447 -1.5370 -0.0256
C 0.9023 0.0629 -3.3837 0.9213 1.5969 0.0773
C 1.9536 0.3350 -2.2964 -0.5037 -1.3770 -0.2336
C 3.3767 0.4572 -2.8824 -0.1190 0.4060 0.3712
H -0.0399 0.4772 -5.1334 0.1662 0.6430 -0.0487
H 1.1043 1.8769 -4.6328 0.0114 -0.5329 0.4301
H 0.4029 -0.9084 -3.2708 -0.0120 0.5496 -0.4601
H 1.8511 -0.6030 -1.7175 0.6105 0.6451 0.3766
H 1.7141 1.1768 -1.6185 0.0274 -0.3114 -0.5324
H 3.3902 1.2789 -3.6182 0.1411 -0.3277 0.2568
H 3.7317 -0.4630 -3.3761 -0.3183 0.3418 0.2017
H 4.0715 0.7073 -2.0630 -0.0836 -0.0977 -0.4087
```
Forces are in eV/Å.

## Properties
- ΔE to the lowest compared entry with this formula, charge and spin (kcal per mole) = 34.6
- multiplicity = 1
- SMILES = C=CCC.C=CCC
- LUMO energy (Eh) = 0.0349

=====

6.
The following is a DFT calculation (ωB97M-V/def2-TZVPD) of C8H16 in the gas phase.

The geometry in XYZ format:
```
24
Properties=species:S:1:pos:R:3:forces:R:3
C -1.7587 -2.6658 1.2709 -3.2115 -2.4201 1.1826
C -0.8589 -1.7577 0.6389 2.2053 0.6897 -1.4250
C -1.1360 -0.5176 0.2953 -0.1513 3.0136 -0.8972
C -2.4973 0.2926 0.3820 0.3556 -1.4235 -0.1298
C -0.1024 0.4763 -0.3284 1.6262 0.2957 1.7795
C 1.3490 -0.0477 -0.8932 -3.0071 -0.1814 1.1794
C 2.5221 0.7901 -0.5965 0.7119 2.6420 0.6900
C 2.2004 2.3311 -0.4816 -1.7689 -1.4748 -1.3252
H -1.3358 -3.7090 1.4529 -0.5323 1.4963 -0.0584
H -2.2456 -2.2591 2.2144 0.9072 -0.5456 -0.8163
H -2.6781 -2.8060 0.6102 1.0006 -0.1121 0.6093
H 0.1161 -2.1497 0.2704 -0.6501 0.3099 0.6672
H -3.0019 0.3407 1.4110 0.6170 -0.2835 -1.6342
H -3.1663 -0.1038 -0.4617 0.5286 0.3999 1.5214
H -2.1970 1.2877 0.0513 -0.4820 0.1217 0.3761
H -0.0339 1.4222 0.4408 -0.1610 -2.5712 -1.7627
H -0.4023 0.8800 -1.2800 -1.3555 0.5561 0.1231
H 1.0395 0.0007 -1.9492 1.1644 -0.8608 0.1211
H 1.5991 -1.0248 -0.4825 -0.4442 -0.3927 -0.6612
H 3.2180 0.6725 -1.4008 0.6210 -0.0414 -0.6010
H 3.1055 0.4937 0.2863 -0.5768 -0.1413 0.0703
H 2.9935 2.8214 -0.0060 1.0890 0.9573 0.5862
H 1.2379 2.5000 0.0659 1.2671 0.0385 -0.3372
H 2.0330 2.7323 -1.5105 0.2470 -0.0723 0.7419
```
Forces are in eV/Å.

## Properties
- ΔE to the lowest compared entry with this formula, charge and spin (kcal per mole) = 44.4
- multiplicity = 1
- SMILES = C/C=C(\C)CCCC
- LUMO energy (Eh) = 0.0393

=====

7.
The following is a DFT calculation (ωB97M-V/def2-TZVPD) of a molecular structure, C8H16AuCl3GeS4.

The geometry in XYZ format:
```
33
Properties=species:S:1:pos:R:3:forces:R:3
Au 0.8913 0.7402 -0.0040 -0.3041 -0.1635 0.0089
C 0.3429 -2.1586 1.4802 -0.1021 0.0028 0.0336
C 0.0168 -1.1828 2.6039 0.0388 0.0069 0.0022
S 0.6810 0.5307 2.3642 -0.0188 -0.0090 -0.0183
C -0.8130 1.5799 2.6155 -0.0404 -0.0189 -0.0084
C -1.8265 1.5922 1.4777 0.0390 0.0318 0.0363
S -1.0439 2.3378 0.0056 0.0548 0.0158 -0.0021
C -1.8457 1.5775 -1.4491 0.0419 0.0310 -0.0370
C -0.8512 1.5729 -2.6040 -0.0429 -0.0098 0.0177
S 0.6699 0.5578 -2.3723 -0.0002 -0.0068 0.0194
C 0.0568 -1.1732 -2.6269 0.0479 -0.0009 0.0060
C 0.3854 -2.1438 -1.4984 -0.0982 0.0016 -0.0368
S -0.4377 -1.5098 -0.0169 0.1651 0.0777 0.0004
H 1.4092 -2.2963 1.3141 0.0188 -0.0034 0.0023
H -0.1164 -3.1289 1.6944 0.0346 -0.0079 0.0004
H -1.0582 -1.0989 2.7677 -0.0008 0.0209 -0.0202
H 0.4704 -1.5361 3.5316 0.0015 0.0146 0.0015
H -1.2685 1.2323 3.5456 0.0183 0.0097 0.0117
H -0.4029 2.5736 2.8081 -0.0059 0.0046 0.0084
H -2.2114 0.6015 1.2337 0.0092 -0.0043 0.0023
H -2.6672 2.2258 1.7658 -0.0030 -0.0133 0.0198
H -2.2143 0.5834 -1.1946 0.0095 -0.0048 -0.0049
H -2.6986 2.2002 -1.7247 -0.0004 -0.0107 -0.0217
H -1.3160 1.2105 -3.5237 0.0192 0.0076 -0.0109
H -0.4635 2.5727 -2.8107 -0.0048 0.0045 -0.0090
H -1.0168 -1.1168 -2.8104 -0.0015 0.0245 0.0168
H 0.5366 -1.5125 -3.5466 0.0025 0.0156 0.0003
H -0.0481 -3.1237 -1.7220 0.0333 -0.0080 -0.0014
H 1.4521 -2.2594 -1.3119 -0.0046 0.0002 -0.0065
Cl 3.7542 -1.8997 0.1068 -0.0156 -0.0226 0.0016
Ge 3.4823 0.1748 -0.0027 0.2052 0.0084 -0.0276
Cl 4.0996 1.0420 -1.7903 -0.0575 -0.0135 -0.0052
Cl 4.0516 1.2349 1.6942 -0.0390 0.0191 0.0204
```
Forces are in eV/Å.

## Properties
- multiplicity = 2
- total charge = +3
- LUMO energy (spin up / spin down) (Eh) = -0.4662 / -0.5260

=====

8.
The following is a DFT calculation (ωB97M-V/def2-TZVPD) of 4 unconnected molecules or ions with the total composition C8H16Br8.

The geometry in XYZ format:
```
32
Properties=species:S:1:pos:R:3:forces:R:3
Br 18.7029 1.1562 7.5345 -0.1350 -0.1826 -0.0319
C 17.6622 2.6033 6.7614 -0.0816 -0.0388 -0.1324
C 17.7994 3.8066 7.6441 0.2325 0.3343 0.1765
Br 16.8277 5.3038 6.8666 -0.0265 -0.0314 -0.0029
H 16.6289 2.2802 6.6778 0.0400 -0.1143 0.0637
H 18.0674 2.7647 5.7688 0.0213 0.0892 -0.0072
H 18.8331 4.1275 7.7406 -0.0036 -0.0238 -0.0918
H 17.3996 3.6514 8.6407 -0.1220 -0.0861 -0.0388
Br 22.8382 -6.5171 8.8685 0.1709 -0.1350 0.0325
C 21.5276 -5.3576 9.7086 0.3172 0.3061 -0.3702
C 20.2026 -6.0377 9.6981 -0.6806 0.0373 0.2731
Br 18.8795 -4.7523 10.3678 0.0042 -0.1001 0.0171
H 21.5030 -4.4590 9.1009 -0.0192 -0.0001 -0.0100
H 21.8906 -5.0921 10.6952 -0.0619 -0.1713 0.0965
H 20.1385 -6.9038 10.3483 0.1180 0.0088 0.0321
H 19.8630 -6.3070 8.7047 0.1309 0.0237 -0.0792
Br 22.3626 -1.7712 9.8509 0.0724 -0.0674 0.1113
C 21.4795 -0.0511 9.9465 -0.2018 0.2804 -0.3763
C 22.4953 1.0245 9.6212 -0.5026 -0.6910 -0.0813
Br 21.5814 2.7458 9.5583 0.2657 0.0463 0.3785
H 21.0552 0.0691 10.9377 0.0744 -0.0882 0.0638
H 20.6845 -0.0737 9.2090 -0.0614 -0.0468 0.0568
H 22.8626 0.8893 8.6111 0.2955 -0.0477 0.0800
H 23.2723 0.9542 10.3767 0.1853 0.6921 -0.1273
Br 23.4748 1.2362 13.4481 -0.0473 -0.0370 0.2225
C 21.9299 2.4456 13.4886 0.3530 -0.6069 -0.1185
C 20.6502 1.6999 13.7800 0.0980 0.0417 -0.3510
Br 20.5501 1.0965 15.6113 -0.0562 0.0326 0.0756
H 21.9701 2.8041 12.4685 -0.4451 0.4308 -0.0109
H 22.1469 3.2147 14.2198 0.0056 0.0882 -0.0510
H 20.5584 0.8140 13.1578 0.0472 -0.0225 0.0207
H 19.7904 2.3365 13.5798 0.0129 0.0796 0.1800
```
Forces are in eV/Å.

## Properties
- ΔE to the lowest compared entry with this formula, charge and spin (kcal per mole) = 5.0
- multiplicity = 1
- SMILES = BrCCBr.BrCCBr.BrCCBr.BrCCBr
- LUMO energy (Eh) = 0.0100

=====

multiplicity of number 1 (C8H15NOPZn)?
1

=====

What is the multiplicity in the eighth record?
1

=====

Repeat the second record exactly.
The following is a DFT calculation (ωB97M-V/def2-TZVPD) of C8H15NSi in the gas phase.

The geometry in XYZ format:
```
25
Properties=species:S:1:pos:R:3:forces:R:3
C 2.7278 -0.6002 0.5885 1.8944 -1.9111 0.1454
C 2.9128 -0.1189 1.8172 -0.2849 -0.3844 1.5896
C 2.1591 1.1459 2.4619 4.2479 -1.0504 -1.6029
N 0.7756 0.9490 2.4368 -3.0981 -1.1442 0.4344
C 0.2226 0.0888 1.7614 1.8451 0.7667 0.9024
C -0.0863 -0.8113 0.8729 -1.2617 -0.4091 0.2644
Si -1.0684 -0.1548 -0.5432 -1.2161 -0.0664 0.0565
C -1.2304 -1.5418 -1.8417 3.4170 1.6886 -3.3411
C -2.9057 0.0552 0.1013 0.6819 -0.6869 0.1272
C -0.1624 1.5530 -0.6018 -1.1075 -1.2775 -1.6538
H 3.1163 -1.6101 0.1839 -0.4309 1.5687 1.2654
H 2.3051 -0.0753 -0.2059 -0.8440 1.1222 -0.9104
H 3.3842 -0.7981 2.5963 -0.4690 0.8956 -1.0763
H 2.6343 1.2060 3.5057 -1.2089 0.5996 -1.4894
H 2.3824 2.0195 1.7723 -0.0280 -0.5791 1.3227
H -0.2096 -1.8197 1.2155 -0.0007 -0.4901 0.2317
H -1.2404 -2.4512 -1.3326 -0.3691 -1.5986 0.9457
H -1.9714 -1.5201 -2.6547 -0.2349 0.2411 0.7698
H -0.2182 -1.6486 -2.5453 -2.1431 0.4033 1.9322
H -3.5511 0.5019 -0.6284 -0.1971 1.1065 -0.3190
H -3.5352 -0.8046 0.3457 0.7648 -0.9259 -0.3271
H -2.9242 0.5096 1.0839 0.0992 1.0194 -0.0470
H -0.3639 1.7772 0.4061 -0.7974 1.1717 1.1346
H 0.9164 1.4556 -0.5608 0.1624 0.0101 -0.8546
H -0.5933 2.2658 -1.3235 0.5787 -0.0697 0.4998
```
Forces are in eV/Å.

## Properties
- ΔE to the lowest compared entry with this formula, charge and spin (kcal per mole) = 82.8
- multiplicity = 1
- SMILES = C=CCN=C=C[Si](C)(C)C
- LUMO energy (Eh) = 0.0318